47
Properties=species:S:1:pos:R:3:forces:R:3 method="wB97M-V/def2-TZVPD" fmax_ev_per_a=1.03 lumo_energy_ev=2.44 charge=-1
Au 0.495317 -0.233124 -1.043249 0.14 -0.11 -0.08
S 3.737950 1.782589 2.140006 -0.18 -0.12 -0.09
C 3.235796 0.594104 3.299051 -0.09 0.07 -0.12
C 3.897102 0.137718 4.430753 0.01 -0.03 0.03
C 3.293249 -0.854271 5.184024 0.13 0.07 0.03
C 2.053917 -1.380005 4.813392 -0.09 -0.04 -0.03
C 1.386837 -0.915714 3.695794 -0.04 -0.03 -0.05
C 1.976805 0.086856 2.929135 0.40 0.18 0.17
N 1.442424 0.653610 1.797337 -0.53 0.06 -0.28
C 2.215453 1.524300 1.249450 0.25 -0.30 0.51
C 1.949549 2.249443 0.009519 -0.07 0.10 -0.50
C 2.529206 3.519521 -0.123359 -0.11 -0.17 0.10
C 2.329407 4.272566 -1.259847 0.01 0.14 -0.04
C 1.551048 3.743890 -2.282272 0.06 0.05 0.05
C 1.007801 2.477306 -2.160679 -0.16 -0.07 -0.11
C 1.177096 1.659891 -1.029250 0.23 0.24 0.36
H 4.862204 0.545174 4.703252 0.00 -0.05 0.05
H 3.795799 -1.230874 6.066028 -0.01 -0.02 0.00
H 1.613420 -2.172221 5.405052 0.00 0.01 0.01
H 0.435951 -1.327198 3.382553 -0.01 0.02 0.02
H 3.126537 3.913670 0.692070 -0.02 0.07 -0.02
H 2.764030 5.260872 -1.346739 0.01 -0.01 -0.01
H 1.381120 4.324226 -3.182112 -0.01 -0.03 -0.02
H 0.428195 2.092064 -2.991015 0.00 -0.02 0.01
N -1.741724 1.843170 1.480667 0.54 0.01 0.01
C -2.626385 0.933881 1.042028 -0.96 -0.36 -0.17
N -2.320447 -0.144735 0.420129 0.39 0.03 0.10
C -3.427535 -0.883790 0.079642 -0.41 0.09 0.14
C -3.392397 -2.115240 -0.567424 0.07 0.02 -0.02
C -4.584151 -2.776367 -0.809918 0.02 0.01 -0.03
C -5.805564 -2.218163 -0.436743 -0.09 0.02 0.01
C -5.858810 -0.987097 0.201384 -0.06 -0.02 0.01
C -4.667159 -0.331829 0.463052 0.19 -0.05 -0.03
S -4.393852 1.187579 1.280304 0.38 -0.04 -0.08
H -0.771134 1.525945 1.476845 -0.13 0.19 0.02
H -2.036266 2.549850 2.126963 0.10 -0.02 0.05
H -2.424205 -2.503924 -0.859494 0.01 -0.05 0.02
H -4.572370 -3.744254 -1.295808 0.02 0.02 -0.03
H -6.726251 -2.748511 -0.646547 0.00 0.00 0.01
H -6.809623 -0.559839 0.494219 0.00 0.01 0.00
Cl 1.366898 -5.480120 -1.211474 0.13 -0.22 0.10
C 0.100530 -4.482617 -1.974685 -0.04 0.40 0.02
C 0.556845 -3.003830 -1.998811 0.00 -0.33 -0.22
O 1.433815 -2.681621 -2.787913 -0.12 -0.01 0.10
O -0.079761 -2.277066 -1.158407 -0.01 0.26 0.02
H -0.802749 -4.604265 -1.384584 0.01 -0.03 -0.02
H -0.029661 -4.856102 -2.986351 0.00 0.03 0.00

50
Properties=species:S:1:pos:R:3:forces:R:3 method="wB97M-V/def2-TZVPD" relative_energy_ev=0.000 fmax_ev_per_a=0.54 lumo_energy_ev=-12.61 charge=+3
Pd 0.105361 0.475996 0.393275 0.14 -0.24 -0.31
C -1.867265 -0.543720 2.950622 0.01 0.02 -0.05
C -0.507594 -1.154162 3.005685 -0.08 0.02 0.06
C -0.181314 -1.988348 4.084613 0.05 -0.04 -0.01
C 1.073643 -2.531649 4.203502 -0.02 0.07 -0.04
C 2.038522 -2.202255 3.238296 -0.08 -0.01 0.05
C 3.422617 -2.670140 3.282059 0.03 -0.09 0.10
Br 3.958945 -3.791939 4.609284 -0.05 0.09 -0.11
C 4.391649 -2.291124 2.335109 0.08 0.05 -0.06
C 4.070979 -1.443718 1.313836 0.09 -0.07 -0.02
Br 5.268316 -0.864045 0.076162 -0.04 -0.06 0.07
C 2.664064 -0.929273 1.190176 -0.21 -0.02 -0.12
O 2.364783 -0.156764 0.305441 -0.17 0.34 0.38
C 1.649665 -1.374938 2.194739 0.10 0.04 -0.10
N 0.400232 -0.891817 2.044103 0.05 0.08 -0.04
H -2.076324 -0.045893 3.899184 0.01 0.00 0.01
H -2.626543 -1.320527 2.833624 0.00 0.00 0.00
H -1.971488 0.181888 2.147897 0.01 -0.02 0.01
H -0.937707 -2.190885 4.831346 -0.01 0.00 0.00
H 1.312519 -3.173831 5.040510 0.01 -0.01 -0.01
H 5.400143 -2.670587 2.437945 0.01 0.01 -0.02
N 3.072497 3.838380 -4.229766 0.02 0.08 0.01
C 2.899239 3.044044 -3.168518 -0.04 -0.03 0.03
O 3.709475 2.238871 -2.752629 -0.01 -0.02 -0.02
C 1.580633 3.156082 -2.417658 0.02 -0.07 0.03
C 0.752287 4.262262 -2.321706 0.01 -0.03 -0.04
C -0.367895 4.206596 -1.494291 -0.04 0.02 0.00
C -0.625961 3.059534 -0.780085 0.10 0.02 0.10
N 0.191854 1.990448 -0.876302 0.08 -0.12 -0.01
C 1.260445 2.030646 -1.675114 0.03 -0.02 -0.03
H 3.951891 3.794112 -4.723166 -0.01 0.00 -0.01
H 2.358255 4.445836 -4.590734 0.01 -0.01 -0.02
H 0.975113 5.176160 -2.858242 -0.02 0.01 0.00
H -1.028026 5.055910 -1.387477 0.00 0.00 0.00
H -1.464893 2.979815 -0.100682 -0.01 0.01 -0.01
H 1.910844 1.166310 -1.720459 -0.01 0.03 0.00
F -4.981226 -1.931806 -3.674384 0.00 0.01 -0.02
C -4.901987 -2.272957 -2.392437 0.03 0.01 0.01
F -6.022989 -1.900847 -1.775608 -0.02 0.01 0.02
F -4.776396 -3.593741 -2.298491 0.01 -0.02 0.00
C -3.718475 -1.575531 -1.733180 -0.01 0.01 -0.02
C -3.383956 -0.281684 -2.093930 -0.02 -0.02 -0.01
C -2.325599 0.339801 -1.463289 0.03 0.08 0.05
N -1.614082 -0.263009 -0.496013 -0.10 -0.09 0.15
C -1.937406 -1.526321 -0.160662 0.01 0.01 -0.08
C -2.975200 -2.212693 -0.752818 0.03 0.02 0.02
H -3.930325 0.243040 -2.865939 0.01 0.01 0.00
H -2.042457 1.339679 -1.746855 -0.02 -0.01 0.02
H -1.328588 -2.000721 0.591343 0.01 -0.04 0.02
H -3.190275 -3.230482 -0.458317 0.00 0.00 0.00

46
Properties=species:S:1:pos:R:3:forces:R:3 method="wB97M-V/def2-TZVPD" relative_energy_ev=0.000 fmax_ev_per_a=2.42 lumo_energy_ev=2.35 charge=-1
C 4.910225 -1.599021 -3.548022 -0.28 0.59 0.67
O 4.536470 -0.422722 -2.794760 0.44 -0.34 -0.36
C 3.437775 -0.486231 -1.994614 -0.90 -0.25 0.64
C 2.857243 -1.697452 -1.564980 0.53 0.71 -0.53
C 1.647363 -1.662762 -0.882572 -0.54 0.27 0.40
C 0.936479 -0.462227 -0.686048 0.71 -0.10 0.13
C -0.485062 -0.408680 -0.106835 -0.01 -0.83 -2.09
C -1.215050 -1.743857 -0.263333 -0.20 0.14 0.07
C -1.918893 -2.351883 0.790106 0.08 -0.31 -0.42
C -2.622884 -3.523202 0.597454 0.70 -0.11 -1.90
Br -3.739632 -4.227731 1.933320 -0.02 -0.12 0.26
C -2.564450 -4.267236 -0.682857 0.36 0.46 0.06
O -3.128569 -5.352890 -0.859501 -0.06 -0.16 -0.09
C -1.759853 -3.588227 -1.744189 -0.86 0.00 1.81
Br -1.470943 -4.523451 -3.356425 -0.16 0.03 -0.15
C -1.229267 -2.340212 -1.543447 0.05 -0.13 0.25
C -0.652406 0.139615 1.249342 -1.12 1.02 1.86
C 0.114708 1.430891 1.625950 1.01 -0.41 0.17
O 1.337806 1.416041 1.722366 -1.89 -0.08 -0.23
C -0.675922 2.656848 1.949640 0.43 0.48 0.37
C -1.467529 2.688469 3.104238 0.01 0.29 -0.21
C -2.101645 3.879818 3.463412 0.13 -0.04 -0.16
C -1.919394 5.027331 2.684112 0.07 -0.02 -0.19
C -1.109511 4.993080 1.538528 0.01 -0.20 0.12
C -0.459331 3.809140 1.189210 -0.37 -0.08 0.11
N -2.291811 0.426454 1.404437 -0.14 -0.37 -0.19
O -2.817076 0.137906 2.493847 1.00 0.75 -2.04
O -2.881431 0.851411 0.406626 1.02 -0.51 2.14
C 1.557689 0.732920 -1.092159 -0.15 -0.55 0.41
C 2.836084 0.739051 -1.610318 0.45 -0.63 -0.83
H 5.726907 -1.258042 -4.181565 -0.04 -0.15 0.01
H 5.254096 -2.396404 -2.876794 -0.01 0.12 -0.20
H 4.076132 -1.965338 -4.163060 0.12 0.13 0.20
H 3.341442 -2.650852 -1.809025 -0.34 0.42 0.20
H 1.231636 -2.610340 -0.533356 -0.05 0.37 -0.15
H -0.997586 0.309370 -0.768874 0.03 -0.02 0.16
H -1.956271 -1.918697 1.781032 0.01 -0.06 -0.07
H -0.781228 -1.828268 -2.392876 0.19 -0.06 0.21
H -0.437218 -0.565170 2.066951 -0.26 0.04 -0.33
H -1.567355 1.790636 3.715237 -0.08 0.32 -0.19
H -2.746218 3.892446 4.347234 0.29 0.11 -0.31
H -2.402246 5.965636 2.968110 0.09 -0.34 -0.10
H -0.977291 5.877269 0.907772 -0.07 -0.25 0.36
H 0.199381 3.741820 0.320692 -0.21 0.16 0.25
H 1.017723 1.673983 -0.987670 0.20 -0.13 0.11
H 3.356915 1.670762 -1.816335 -0.16 -0.15 -0.23

49
Properties=species:S:1:pos:R:3:forces:R:3 method="wB97M-V/def2-TZVPD" spin_multiplicity=2 relative_energy_ev=0.258 fmax_ev_per_a=0.93 lumo_energy_ev="-0.35 / -1.85"
Ir -0.050073 -0.172156 0.557524 0.57 -0.51 -0.53
Cl 2.013088 2.514342 6.503364 0.00 0.00 -0.01
C 1.298740 2.343545 4.934631 0.01 0.01 0.04
C 1.528205 1.166981 4.230897 -0.09 -0.11 0.00
C 0.965334 0.998685 2.976976 0.11 0.09 -0.03
N 1.224625 -0.068880 2.103533 -0.18 -0.66 0.42
C 2.341513 -0.831286 2.115920 0.35 0.62 -0.60
O 3.002887 -1.212044 3.061541 0.01 0.05 -0.08
C 2.875780 -0.964152 0.673055 -0.34 0.01 0.02
C 4.071677 -1.610413 0.428409 0.03 0.01 0.00
C 4.583383 -1.613514 -0.860213 0.01 0.01 0.04
C 3.885119 -0.963188 -1.863568 0.02 -0.03 0.01
C 2.689770 -0.341709 -1.545494 -0.19 0.02 0.08
N 2.192159 -0.332722 -0.309787 -0.34 0.01 0.49
C 0.166312 2.025329 2.422258 0.05 0.04 -0.03
C -0.049002 3.195905 3.129537 -0.02 -0.01 0.00
C 0.516067 3.348914 4.390778 0.00 0.00 -0.02
Cl 0.222595 4.823144 5.250998 0.00 0.00 0.00
N -0.342947 1.735039 1.144555 0.15 0.16 0.04
C -1.127324 2.519914 0.392194 -0.08 0.01 0.07
O -1.420457 3.696716 0.553132 -0.02 -0.02 0.01
C -1.747712 1.741861 -0.757701 0.04 -0.05 0.01
C -2.682013 2.342597 -1.577892 0.00 0.01 -0.03
C -3.308373 1.584116 -2.552591 -0.02 0.03 0.01
C -2.986633 0.241889 -2.672315 0.01 -0.03 -0.01
C -2.037890 -0.297283 -1.823425 0.08 0.06 -0.04
N -1.423913 0.440326 -0.895092 0.07 0.02 -0.30
H 2.135068 0.385095 4.661126 0.03 0.01 -0.01
H 4.575078 -2.086157 1.258191 -0.01 -0.01 0.00
H 5.518458 -2.112489 -1.078571 -0.01 -0.01 0.01
H 4.250800 -0.936988 -2.880217 0.00 0.01 0.00
H 2.104583 0.164085 -2.303279 -0.02 0.02 0.02
H -0.640296 3.987205 2.696898 0.01 0.01 0.01
H -2.897439 3.388986 -1.414458 0.01 0.00 0.01
H -4.047787 2.031147 -3.203748 0.00 0.00 0.00
H -3.460429 -0.388195 -3.411469 0.00 0.00 0.00
H -1.739583 -1.336157 -1.872782 -0.02 0.00 0.00
C -3.189116 -3.102367 2.179739 -0.01 -0.02 -0.03
C -2.041896 -2.451013 1.461878 0.06 0.03 0.01
S -1.834258 -0.791878 1.746165 -0.31 0.18 0.31
C -1.183295 -3.169940 0.652438 -0.05 0.00 0.08
C -1.381889 -4.642739 0.431161 -0.01 0.01 -0.02
S 0.131581 -2.416458 -0.101121 0.06 0.05 0.02
H -3.793490 -2.363249 2.701907 0.00 0.01 0.00
H -2.823167 -3.823072 2.914448 0.00 0.00 -0.01
H -3.831694 -3.640948 1.480473 0.00 0.00 0.00
H -2.329583 -4.836303 -0.077229 0.00 -0.01 0.00
H -1.406893 -5.179301 1.381656 0.01 0.00 0.00
H -0.577669 -5.054121 -0.174927 0.00 0.00 0.00

Copy entry 3 word for word.
46
Properties=species:S:1:pos:R:3:forces:R:3 method="wB97M-V/def2-TZVPD" relative_energy_ev=0.000 fmax_ev_per_a=2.42 lumo_energy_ev=2.35 charge=-1
C 4.910225 -1.599021 -3.548022 -0.28 0.59 0.67
O 4.536470 -0.422722 -2.794760 0.44 -0.34 -0.36
C 3.437775 -0.486231 -1.994614 -0.90 -0.25 0.64
C 2.857243 -1.697452 -1.564980 0.53 0.71 -0.53
C 1.647363 -1.662762 -0.882572 -0.54 0.27 0.40
C 0.936479 -0.462227 -0.686048 0.71 -0.10 0.13
C -0.485062 -0.408680 -0.106835 -0.01 -0.83 -2.09
C -1.215050 -1.743857 -0.263333 -0.20 0.14 0.07
C -1.918893 -2.351883 0.790106 0.08 -0.31 -0.42
C -2.622884 -3.523202 0.597454 0.70 -0.11 -1.90
Br -3.739632 -4.227731 1.933320 -0.02 -0.12 0.26
C -2.564450 -4.267236 -0.682857 0.36 0.46 0.06
O -3.128569 -5.352890 -0.859501 -0.06 -0.16 -0.09
C -1.759853 -3.588227 -1.744189 -0.86 0.00 1.81
Br -1.470943 -4.523451 -3.356425 -0.16 0.03 -0.15
C -1.229267 -2.340212 -1.543447 0.05 -0.13 0.25
C -0.652406 0.139615 1.249342 -1.12 1.02 1.86
C 0.114708 1.430891 1.625950 1.01 -0.41 0.17
O 1.337806 1.416041 1.722366 -1.89 -0.08 -0.23
C -0.675922 2.656848 1.949640 0.43 0.48 0.37
C -1.467529 2.688469 3.104238 0.01 0.29 -0.21
C -2.101645 3.879818 3.463412 0.13 -0.04 -0.16
C -1.919394 5.027331 2.684112 0.07 -0.02 -0.19
C -1.109511 4.993080 1.538528 0.01 -0.20 0.12
C -0.459331 3.809140 1.189210 -0.37 -0.08 0.11
N -2.291811 0.426454 1.404437 -0.14 -0.37 -0.19
O -2.817076 0.137906 2.493847 1.00 0.75 -2.04
O -2.881431 0.851411 0.406626 1.02 -0.51 2.14
C 1.557689 0.732920 -1.092159 -0.15 -0.55 0.41
C 2.836084 0.739051 -1.610318 0.45 -0.63 -0.83
H 5.726907 -1.258042 -4.181565 -0.04 -0.15 0.01
H 5.254096 -2.396404 -2.876794 -0.01 0.12 -0.20
H 4.076132 -1.965338 -4.163060 0.12 0.13 0.20
H 3.341442 -2.650852 -1.809025 -0.34 0.42 0.20
H 1.231636 -2.610340 -0.533356 -0.05 0.37 -0.15
H -0.997586 0.309370 -0.768874 0.03 -0.02 0.16
H -1.956271 -1.918697 1.781032 0.01 -0.06 -0.07
H -0.781228 -1.828268 -2.392876 0.19 -0.06 0.21
H -0.437218 -0.565170 2.066951 -0.26 0.04 -0.33
H -1.567355 1.790636 3.715237 -0.08 0.32 -0.19
H -2.746218 3.892446 4.347234 0.29 0.11 -0.31
H -2.402246 5.965636 2.968110 0.09 -0.34 -0.10
H -0.977291 5.877269 0.907772 -0.07 -0.25 0.36
H 0.199381 3.741820 0.320692 -0.21 0.16 0.25
H 1.017723 1.673983 -0.987670 0.20 -0.13 0.11
H 3.356915 1.670762 -1.816335 -0.16 -0.15 -0.23

What did the fourth record say?
49
Properties=species:S:1:pos:R:3:forces:R:3 method="wB97M-V/def2-TZVPD" spin_multiplicity=2 relative_energy_ev=0.258 fmax_ev_per_a=0.93 lumo_energy_ev="-0.35 / -1.85"
Ir -0.050073 -0.172156 0.557524 0.57 -0.51 -0.53
Cl 2.013088 2.514342 6.503364 0.00 0.00 -0.01
C 1.298740 2.343545 4.934631 0.01 0.01 0.04
C 1.528205 1.166981 4.230897 -0.09 -0.11 0.00
C 0.965334 0.998685 2.976976 0.11 0.09 -0.03
N 1.224625 -0.068880 2.103533 -0.18 -0.66 0.42
C 2.341513 -0.831286 2.115920 0.35 0.62 -0.60
O 3.002887 -1.212044 3.061541 0.01 0.05 -0.08
C 2.875780 -0.964152 0.673055 -0.34 0.01 0.02
C 4.071677 -1.610413 0.428409 0.03 0.01 0.00
C 4.583383 -1.613514 -0.860213 0.01 0.01 0.04
C 3.885119 -0.963188 -1.863568 0.02 -0.03 0.01
C 2.689770 -0.341709 -1.545494 -0.19 0.02 0.08
N 2.192159 -0.332722 -0.309787 -0.34 0.01 0.49
C 0.166312 2.025329 2.422258 0.05 0.04 -0.03
C -0.049002 3.195905 3.129537 -0.02 -0.01 0.00
C 0.516067 3.348914 4.390778 0.00 0.00 -0.02
Cl 0.222595 4.823144 5.250998 0.00 0.00 0.00
N -0.342947 1.735039 1.144555 0.15 0.16 0.04
C -1.127324 2.519914 0.392194 -0.08 0.01 0.07
O -1.420457 3.696716 0.553132 -0.02 -0.02 0.01
C -1.747712 1.741861 -0.757701 0.04 -0.05 0.01
C -2.682013 2.342597 -1.577892 0.00 0.01 -0.03
C -3.308373 1.584116 -2.552591 -0.02 0.03 0.01
C -2.986633 0.241889 -2.672315 0.01 -0.03 -0.01
C -2.037890 -0.297283 -1.823425 0.08 0.06 -0.04
N -1.423913 0.440326 -0.895092 0.07 0.02 -0.30
H 2.135068 0.385095 4.661126 0.03 0.01 -0.01
H 4.575078 -2.086157 1.258191 -0.01 -0.01 0.00
H 5.518458 -2.112489 -1.078571 -0.01 -0.01 0.01
H 4.250800 -0.936988 -2.880217 0.00 0.01 0.00
H 2.104583 0.164085 -2.303279 -0.02 0.02 0.02
H -0.640296 3.987205 2.696898 0.01 0.01 0.01
H -2.897439 3.388986 -1.414458 0.01 0.00 0.01
H -4.047787 2.031147 -3.203748 0.00 0.00 0.00
H -3.460429 -0.388195 -3.411469 0.00 0.00 0.00
H -1.739583 -1.336157 -1.872782 -0.02 0.00 0.00
C -3.189116 -3.102367 2.179739 -0.01 -0.02 -0.03
C -2.041896 -2.451013 1.461878 0.06 0.03 0.01
S -1.834258 -0.791878 1.746165 -0.31 0.18 0.31
C -1.183295 -3.169940 0.652438 -0.05 0.00 0.08
C -1.381889 -4.642739 0.431161 -0.01 0.01 -0.02
S 0.131581 -2.416458 -0.101121 0.06 0.05 0.02
H -3.793490 -2.363249 2.701907 0.00 0.01 0.00
H -2.823167 -3.823072 2.914448 0.00 0.00 -0.01
H -3.831694 -3.640948 1.480473 0.00 0.00 0.00
H -2.329583 -4.836303 -0.077229 0.00 -0.01 0.00
H -1.406893 -5.179301 1.381656 0.01 0.00 0.00
H -0.577669 -5.054121 -0.174927 0.00 0.00 0.00